i.
Entry from the OMol25 dataset: a gas-phase ion, CH4NOS (charge -1) (ωB97M-V with the def2-TZVPD basis set).

Geometry (Å):
C (-0.95, -0.29, 0.03)
N (0.22, 0.36, 0.66)
O (0.32, 1.60, 0.18)
S (1.93, -0.77, 0.16)
H (-1.14, 0.27, -0.90)
H (-0.69, -1.29, -0.18)
H (-1.65, -0.15, 0.79)
H (1.97, 0.26, -0.74)

Values from the calculation:
- Orbital gap (spin up / spin down): 6.4 / 6.4 eV
- Total charge: -1
- SMILES: CN([O-])S
- LUMO level (spin up / spin down): 4.2 / 4.2 eV

ii.
Entry from the OMol25 dataset: 2 unconnected molecules or ions with the total composition CH4NOS (ωB97M-V with the def2-TZVPD basis set).

Geometry (Å):
S (2.45, 1.12, -0.10)
H (2.32, 1.78, 1.07)
C (-0.92, -1.13, -0.14)
N (-0.71, 0.20, -0.28)
O (-1.92, -1.67, 0.32)
H (-0.01, -1.69, -0.42)
H (-1.47, 0.86, -0.29)
H (0.26, 0.53, -0.17)

Values from the calculation:
- Orbital gap: 7.3 eV
- Total charge: -1
- LUMO level: 4.2 eV

Which one is most stable, and which one is least stable? ii is the most stable of them, while i is the least stable.

i.
Entry from the OMol25 dataset: a single C7H8ClNO molecule (ωB97M-V with the def2-TZVPD basis set).

Geometry (Å):
C (-2.06, 1.08, 1.04)
C (-1.32, 0.09, 0.29)
C (-1.15, 1.96, 1.52)
C (0.01, 0.34, 0.55)
C (1.14, -1.84, -0.40)
C (0.52, -0.70, -2.23)
C (1.18, -0.37, -0.03)
N (0.12, 1.49, 1.27)
O (1.01, -1.97, -1.79)
Cl (2.67, 0.49, 0.20)
H (-3.17, 1.24, 1.00)
H (-1.74, -0.82, 0.01)
H (-1.14, 2.68, 2.40)
H (2.13, -2.30, -0.01)
H (0.27, -2.18, 0.26)
H (-0.57, -0.64, -2.23)
H (1.09, -0.58, -3.11)
H (1.00, 2.02, 1.27)

Values from the calculation:
- Orbital gap (spin up / spin down): 7.7 / 7.5 eV
- Total charge: 0
- LUMO level (spin up / spin down): -0.4 / 0.1 eV

ii.
Entry from the OMol25 dataset: a single C7H8ClNO molecule (ωB97M-V with the def2-TZVPD basis set).

Geometry (Å):
C (-0.48, -2.17, 0.60)
C (0.72, 1.27, -0.59)
C (0.52, 1.94, 0.60)
C (-0.14, 0.31, -1.26)
C (0.54, -1.10, -1.34)
C (-0.66, 1.88, 1.43)
C (0.59, -1.66, 0.03)
N (-1.33, -2.88, 1.13)
O (-0.99, 2.89, 2.06)
Cl (1.96, -1.20, 0.96)
H (1.67, 1.62, -1.02)
H (1.31, 2.59, 0.94)
H (-1.11, 0.19, -0.76)
H (-0.26, 0.57, -2.28)
H (-0.26, -1.72, -1.87)
H (1.54, -0.97, -1.80)
H (-1.37, 0.95, 1.73)
H (-2.24, -2.50, 1.44)

Values from the calculation:
- Orbital gap: 8.8 eV
- Total charge: 0
- SMILES: N=C=C(Cl)CC/C=C\C=O
- LUMO level: 0.2 eV

Which one is most stable, and which one is least stable? ii is the most stable of them, while i is the least stable.

i.
Entry from the OMol25 dataset: 3 unconnected molecules or ions with the total composition C5H16O2 (ωB97M-V with the def2-TZVPD basis set).

Geometry (Å):
C (-1.10, -2.37, -0.32)
C (-0.55, -0.94, -0.41)
C (-1.18, -0.02, -1.46)
C (-1.24, 1.46, -1.04)
C (-1.66, -2.73, 1.06)
H (-1.88, -2.55, -1.06)
H (-0.29, -3.05, -0.54)
H (0.54, -0.88, -0.32)
H (-0.76, -0.47, 0.57)
H (-2.16, -0.38, -1.76)
H (-0.54, -0.06, -2.34)
H (-2.15, 1.90, -1.44)
H (-1.38, 1.54, 0.04)
H (-0.42, 2.05, -1.43)
H (-2.44, -1.99, 1.30)
H (-2.13, -3.71, 1.04)
H (-0.85, -2.72, 1.80)
H (1.62, 1.66, 0.24)
H (1.90, 3.01, -0.32)
O (2.30, 2.34, 0.24)
H (4.21, 2.26, 1.71)
H (5.40, 2.62, 2.54)
O (4.79, 3.01, 1.90)

Values from the calculation:
- Orbital gap: 11.8 eV
- Total charge: 0
- SMILES: CCCCC.O.O
- LUMO level: 0.8 eV

ii.
Entry from the OMol25 dataset: 3 unconnected molecules or ions with the total composition C5H16O2 (ωB97M-V with the def2-TZVPD basis set).

Geometry (Å):
C (-2.57, 0.63, -0.57)
C (-1.15, 0.80, -0.91)
C (-0.22, -0.21, -0.17)
C (0.68, 0.59, 0.88)
C (1.32, -0.26, 1.95)
H (-3.27, 1.49, -0.69)
H (-2.84, 0.59, 0.50)
H (-3.11, -0.31, -0.93)
H (-0.63, 1.78, -0.70)
H (-0.96, 0.84, -2.03)
H (-0.88, -0.89, 0.40)
H (0.42, -0.59, -1.03)
H (1.43, 0.90, 0.14)
H (0.27, 1.53, 1.17)
H (2.16, 0.27, 2.43)
H (0.43, -0.48, 2.72)
H (1.61, -1.26, 1.68)
H (-0.72, -6.63, -1.29)
H (-2.34, -6.21, -1.17)
O (-1.58, -6.50, -1.67)
H (4.16, 4.83, 0.50)
H (3.44, 4.48, -0.80)
O (4.33, 4.58, -0.42)

Values from the calculation:
- Orbital gap: 11.2 eV
- Total charge: 0
- SMILES: CCCCC.O.O
- LUMO level: 0.7 eV

Which one is most stable, and which one is least stable? i is the most stable of them, while ii is the least stable.

i.
Entry from the OMol25 dataset: a molecular structure, C10H21N2 (ωB97M-V with the def2-TZVPD basis set).

Geometry (Å):
C (-1.19, 0.99, 0.54)
C (-0.98, -0.62, -1.30)
C (-2.45, 0.31, 0.35)
C (-2.18, -0.97, -0.46)
C (-3.42, 1.18, -0.40)
C (-2.07, -2.15, 0.44)
C (4.00, -1.30, 0.40)
C (1.37, 2.42, 0.32)
C (2.62, -0.66, 0.74)
C (2.10, 0.18, -0.41)
N (-0.20, 0.56, -0.12)
N (0.99, 1.17, -0.29)
H (-1.31, 1.93, 1.02)
H (-0.47, -1.45, -1.62)
H (-1.14, 0.10, -2.12)
H (-2.80, 0.02, 1.31)
H (-3.16, -1.14, -1.12)
H (-4.36, 0.74, -0.50)
H (-3.04, 1.49, -1.40)
H (-3.69, 1.99, 0.19)
H (-3.05, -2.50, 0.58)
H (-1.50, -1.92, 1.34)
H (-1.58, -2.99, -0.08)
H (4.01, -2.00, -0.47)
H (4.87, -0.65, 0.12)
H (4.51, -1.78, 1.26)
H (2.41, 2.61, -0.04)
H (0.70, 3.10, -0.16)
H (1.40, 2.62, 1.43)
H (2.82, -0.07, 1.53)
H (2.05, -1.55, 1.01)
H (2.88, 0.75, -0.79)
H (1.83, -0.41, -1.32)

Values from the calculation:
- Orbital gap: 9.4 eV
- Total charge: +1
- LUMO level: -3.5 eV

ii.
Entry from the OMol25 dataset: 2 unconnected molecules or ions with the total composition C10H21N2 (ωB97M-V with the def2-TZVPD basis set).

Geometry (Å):
C (-3.20, 0.74, -0.77)
C (-2.62, -0.24, -1.20)
C (3.21, -1.07, 1.63)
C (-0.10, 3.57, -0.02)
C (-1.96, -2.62, 0.57)
C (2.48, -0.46, 0.43)
C (0.98, -0.80, 0.49)
C (0.44, 2.40, -0.76)
C (-1.57, -1.19, -1.41)
C (0.21, -0.25, -0.68)
N (-1.71, -2.47, -0.84)
N (-0.37, 1.15, -0.32)
H (-3.96, 1.41, -0.63)
H (2.80, -2.02, 1.85)
H (3.21, -0.41, 2.44)
H (4.32, -1.36, 1.42)
H (-1.13, 3.51, 0.03)
H (0.12, 3.36, 1.03)
H (0.14, 4.62, -0.33)
H (-2.78, -2.00, 0.94)
H (-2.16, -3.63, 1.06)
H (-0.98, -2.28, 1.02)
H (2.88, -0.85, -0.54)
H (2.63, 0.65, 0.43)
H (0.47, -0.61, 1.35)
H (0.94, -1.83, 0.37)
H (1.37, 2.20, -0.43)
H (0.43, 2.52, -1.80)
H (-1.39, -1.26, -2.48)
H (0.67, -0.07, -1.61)
H (-1.46, -3.27, -1.52)
H (-0.46, 1.17, 0.69)
H (-1.43, 1.38, -0.43)

Values from the calculation:
- Orbital gap: 8.7 eV
- Total charge: +1
- LUMO level: -3.1 eV

Which one is most stable, and which one is least stable? i is the most stable of them, while ii is the least stable.